Entry 1:
A molecular structure, C32H109N7O23Zr, computed with the ωB97M-V functional and the def2-TZVPD basis.

HOMO level: -7.739 eV
Frontier orbital gap: 7.28 eV
Charge: 0

Atoms and positions in Å:
H -5.52 1.27 5.44
H 1.43 4.18 -0.50
H -1.64 0.11 4.45
O -0.41 -2.34 4.96
H -0.46 -2.08 4.04
H -3.72 -3.04 -2.10
H -1.39 0.04 -6.98
H 5.46 -0.29 1.01
H -1.03 4.05 -4.74
H 4.27 1.03 2.24
H -1.57 -2.11 -2.89
H 1.30 -4.12 1.74
N 2.01 -3.56 3.66
H 3.60 -5.04 1.87
H 3.46 5.59 -2.26
H -1.34 2.97 -2.63
C -1.91 -1.43 7.79
H -0.18 4.09 -2.69
C -1.97 0.97 -7.06
H 2.95 -6.05 3.31
H 1.49 2.90 2.76
C 3.56 3.97 0.13
C 1.00 3.37 -5.00
H -0.45 -4.50 3.37
O 1.32 -0.19 5.20
H 2.56 6.54 -4.41
H 3.39 3.02 0.63
C -0.28 2.85 1.61
H -2.06 -3.13 1.53
C -2.35 0.93 4.38
C -3.73 3.38 -0.80
H -2.46 -2.21 2.98
O 0.95 0.82 2.63
H -3.37 5.22 1.68
H 2.07 -4.11 4.50
O -0.26 -6.16 2.03
H -3.82 -0.51 4.58
C -2.83 -4.69 -1.64
O -0.65 -1.71 2.24
H 1.14 -3.11 3.93
H -1.94 -6.62 3.17
O 1.84 -4.17 -0.92
H 0.27 2.41 3.79
C 1.87 6.81 -3.61
H 5.15 -2.11 0.44
H -3.36 4.02 2.96
N 2.44 2.97 -1.75
H 1.04 -2.56 -0.96
H -3.92 -5.93 -0.17
H 2.52 6.31 -1.03
C -6.16 -4.32 -0.37
H -2.36 -5.87 1.77
H -2.64 -2.75 -1.15
H -6.46 -5.23 0.14
H -0.10 1.51 -2.26
H 5.32 2.00 -2.03
H -2.43 1.25 3.35
C -1.61 -6.58 2.13
C 0.64 2.22 2.78
H 0.28 3.74 1.33
C -4.07 2.87 0.64
H -3.73 -4.29 0.30
H 0.99 7.20 -4.11
O -0.03 0.63 -1.89
H -4.26 -0.42 7.03
H -2.07 1.07 -8.14
H -1.12 -4.44 -0.40
H 1.24 -4.92 -0.87
C 1.59 -4.58 2.68
H 2.23 7.74 -3.16
C -3.36 -0.01 6.55
H 3.76 4.81 0.79
C 0.29 -5.26 3.11
H 1.19 0.12 4.31
H 3.08 1.54 3.03
H 1.36 4.38 -4.79
O -1.96 -0.68 -0.05
O -4.84 3.78 1.36
H 2.97 -1.73 1.13
H 4.73 -1.10 -3.57
H -0.97 -1.97 7.77
C 4.56 -0.23 -2.93
H 6.75 1.71 -1.42
H -1.55 -0.56 8.35
N -2.74 -3.28 -2.01
C 2.42 4.18 -0.95
H -2.97 0.79 -6.67
H 1.68 2.92 -2.41
O 4.79 0.36 0.81
H -3.18 -5.20 -2.54
O 6.46 1.55 -4.29
H 7.20 -0.41 -4.16
O -0.63 1.99 0.54
O 1.53 5.69 -2.78
O 2.14 0.70 -0.19
H -2.09 2.33 -0.88
H -3.65 -1.74 0.56
H 4.56 3.92 -0.32
H 5.06 0.74 -0.03
H 6.27 -0.61 -1.73
H 3.84 -0.53 -2.18
H -1.48 -6.14 -0.78
C -4.00 4.53 2.24
H 2.03 -2.01 2.29
H -3.08 0.86 7.13
O 0.49 -1.78 -0.86
C 7.23 1.89 -5.49
C -1.43 -5.13 -1.18
N -0.44 3.17 -3.03
H 2.46 -6.28 1.65
H -3.14 4.29 -0.76
O -0.82 -1.58 -3.13
C 2.76 -5.53 2.37
H 1.78 2.73 -4.58
H -5.95 -3.52 0.35
H 4.30 -3.14 -0.28
O -5.07 -4.55 -1.19
H -1.78 -7.48 1.54
H 6.81 2.80 -5.92
H -4.65 5.16 2.85
H 3.05 0.62 0.10
C -3.93 -4.91 -0.57
N -4.67 1.39 4.91
O -4.09 -0.13 -2.01
H 7.95 0.74 -3.20
H 3.20 3.00 -2.42
C -0.46 3.16 -4.48
H -0.51 -1.96 -3.96
H -1.29 -2.16 5.31
H 2.15 1.42 -0.82
C -1.99 -2.15 2.00
O 4.26 -2.28 0.15
H 7.12 1.12 -6.26
H -1.21 3.14 2.09
H -4.78 3.84 -2.67
H 0.61 -0.82 5.34
H -1.87 1.74 4.93
C -3.62 0.42 5.10
N 5.84 1.30 -1.54
H 0.39 -5.89 3.99
H -0.71 -5.09 -2.00
H -0.43 0.06 -2.55
O 4.03 1.43 3.08
N -2.84 2.52 -1.53
H 1.12 3.20 -6.07
H -3.23 1.61 -1.72
H -7.06 -3.97 -0.88
H 0.00 -1.73 -1.68
H -1.82 1.48 -4.40
Zr 0.18 -0.12 0.68
H -2.61 -2.00 8.39
C -1.01 1.83 -5.04
O 2.07 -1.58 1.43
C 6.96 0.46 -3.55
C -5.02 3.56 -1.65
O -1.29 1.98 -6.43
C -2.78 -1.22 0.97
C 2.51 5.49 -1.74
H -5.60 2.63 -1.67
H 2.63 -4.46 -0.48
H 4.09 0.54 -3.54
H 8.29 2.04 -5.26
H -5.76 4.22 -1.19
H -3.21 2.46 1.17
H -3.21 -0.38 1.51
H -0.30 1.02 -4.87
H -3.94 -0.80 -2.68
C 5.94 0.14 -2.44
H -4.87 1.18 3.95
H -4.71 1.99 0.57
O -2.33 -1.03 6.50
H -3.62 -0.46 -1.24

Entry 2:
30 unconnected molecules or ions with the total composition C32H121F3N56O31, computed with the ωB97M-V functional and the def2-TZVPD basis.

HOMO level: -7.628 eV
Frontier orbital gap: 7.26 eV
ΔE to the lowest compared entry with this formula, charge and spin: 47.7 kJ/mol
Charge: 0

Atoms and positions in Å:
O -5.73 -1.43 -1.11
H -5.73 0.81 0.96
N -0.47 -2.78 -8.45
O 0.87 -7.81 3.10
C -4.28 -3.03 -3.66
O 0.57 0.45 0.29
C -3.34 -3.96 1.64
H -5.83 1.49 -1.87
N -3.88 -3.02 -2.43
N -2.38 4.04 -3.77
H -3.11 2.27 2.25
N -5.20 2.08 -2.40
N 3.74 -2.80 7.43
N 0.13 -6.28 1.63
C 3.84 -5.08 0.12
O 5.58 0.32 4.76
H -3.92 4.37 0.66
C 1.17 3.33 5.59
H -7.57 0.79 0.18
H 3.51 0.82 2.56
H 1.10 -6.02 1.54
N -3.92 -4.18 -4.22
N -1.02 -3.67 -2.67
O -5.23 3.96 -3.39
H 3.56 -4.13 1.81
H -1.25 -1.60 8.08
N 3.83 -0.86 4.11
H -1.26 7.63 -2.42
H -3.00 0.75 -5.59
H 0.03 5.67 -4.65
N -4.21 -4.21 0.76
H -0.85 -2.71 -5.42
H 3.88 -1.49 4.90
H 2.05 6.57 -0.73
C -2.15 -6.59 -1.20
F -0.81 -2.31 2.21
O 1.96 5.04 -5.83
H 1.26 -0.11 4.10
C 0.52 -0.62 1.20
H 0.03 0.79 -4.66
N -6.78 -0.87 3.78
N 4.26 -2.43 -4.80
O 4.99 -5.40 0.34
N -2.91 0.14 -4.80
N 3.18 -4.32 0.90
H -1.35 -3.31 7.52
H 6.95 2.27 -2.24
H 0.09 2.06 -2.46
C -5.67 3.27 -2.50
H -0.52 -5.85 -1.85
N -1.25 7.02 -1.61
C 4.05 6.61 -0.74
H 1.24 -1.34 0.80
H 0.15 -2.74 -9.24
N -0.33 5.67 -0.14
N 5.15 -3.72 -3.37
N 3.85 4.66 -6.84
H -1.97 -8.56 -0.93
H -4.77 -2.90 2.34
H 3.91 -6.27 3.39
H -5.18 -3.99 0.94
N -7.26 -0.01 -0.36
H -1.68 -4.42 -2.52
H -0.13 4.28 -3.64
N 3.18 -5.40 -0.98
H -1.63 4.62 2.92
H 0.32 4.85 6.42
O 1.78 0.58 -4.29
H -7.06 2.77 -1.17
H 5.05 1.68 2.83
H 3.46 4.85 -7.75
O 0.27 2.47 5.64
O -2.89 -5.65 -1.54
C 4.35 -2.76 -3.53
N 6.69 3.20 -1.94
H -0.05 3.44 2.16
H -1.87 -2.99 -6.90
N -3.80 -3.17 2.47
H 2.21 -6.42 3.69
H 4.59 3.76 -4.77
N -0.92 -6.71 -1.50
H 1.74 1.95 -1.96
O 1.27 -0.24 2.33
N 4.06 0.61 -1.30
H 3.92 1.10 -6.43
N 0.81 2.91 2.13
H -1.47 -2.58 -8.48
H 2.26 -5.10 -1.26
H 5.31 -4.47 -4.03
O -8.83 -0.59 2.89
H 3.76 -0.26 -1.72
N 2.61 -0.48 -6.02
N -1.25 -2.31 7.37
N 2.39 3.03 5.20
H -1.27 1.67 -0.44
N -3.53 3.66 0.06
H -2.67 2.17 -1.40
H 2.02 5.13 6.02
H 3.36 -0.50 -6.69
N -1.35 -7.74 2.49
C -7.84 -0.13 3.44
O 3.70 -2.13 -2.71
H 1.13 -0.21 -1.73
H -3.37 3.82 -3.77
N -3.23 5.83 4.22
O 0.87 -4.85 -2.39
N -0.57 4.98 -4.21
C -6.10 -0.60 -0.30
O -1.34 -0.82 5.72
H -3.21 -2.78 3.19
C 1.86 3.53 1.79
N 5.51 -0.40 -0.09
H -0.35 -7.38 -1.01
H 3.20 4.07 -3.84
C 3.11 4.63 -5.82
O 2.00 -1.71 6.74
O 5.09 6.89 -0.24
H 3.64 -1.70 -5.12
C -1.74 -0.08 -4.39
C 4.98 0.73 -0.36
O 1.92 4.76 1.91
C -3.51 1.01 3.72
N -5.37 -0.07 0.61
C -0.82 -1.41 1.23
O 1.24 -2.69 -6.95
N -1.04 -2.96 5.37
H -3.28 -4.71 -3.65
H -3.63 5.65 3.31
O -4.96 -2.19 -4.20
O 0.79 6.18 -1.82
H -4.23 -2.17 -2.01
O 5.42 1.73 0.15
C 7.48 4.23 -2.15
H 2.34 -4.48 8.07
H 2.86 6.37 0.82
H -6.92 1.24 4.39
O -2.19 -4.36 1.68
H 2.19 -4.12 0.78
C -1.27 -1.96 6.14
C -1.88 5.02 -4.38
H -1.28 -3.85 5.79
N 0.79 -2.58 -2.52
H -3.94 -4.98 0.17
C -0.02 -7.34 2.46
N 2.69 2.81 1.00
H 3.25 2.36 -5.37
H -1.67 3.34 -3.61
N -2.12 2.19 -0.56
N 2.90 6.54 -0.18
N 1.19 4.56 6.01
O 7.32 5.30 -1.69
H -1.65 -8.47 3.13
H -3.52 -7.75 -0.59
H 3.54 1.47 -1.44
N 3.02 -5.83 3.57
H -4.76 2.05 2.68
H -5.85 -0.53 3.98
H 5.28 -3.96 -2.40
H 8.20 3.06 -3.54
C 2.45 -2.70 7.21
H 9.11 4.61 -3.13
H -1.96 0.34 4.62
C -0.25 6.31 -1.25
F -1.04 -1.99 0.01
H -7.23 4.36 -1.95
C 2.65 0.43 -5.12
H -1.59 1.44 3.30
C -2.41 3.10 0.35
O -1.79 5.66 5.84
F -1.83 -0.58 1.52
H -0.49 4.65 4.21
H 3.10 -1.04 3.44
H 2.42 1.84 0.96
H 1.78 -2.48 -2.37
H 0.80 -3.72 7.54
H -6.90 -1.81 3.45
C 2.68 -4.62 4.04
H 0.52 5.46 0.36
C 0.43 0.35 -1.11
H 0.78 1.96 1.80
H -1.27 5.57 0.22
H 4.78 4.35 -6.62
H 0.54 2.76 -0.97
H -1.38 1.43 -5.56
N -1.42 4.87 3.88
H 0.91 -5.57 4.35
H -4.42 -0.35 0.81
H -1.39 -2.75 -2.82
N -3.82 1.69 2.67
H -4.15 -4.52 -5.15
N -1.01 -2.80 -6.41
H 0.86 -3.82 4.48
N 1.80 -3.73 7.66
H 3.45 3.15 0.43
N -2.53 -7.73 -0.78
O 1.09 0.15 5.00
H -3.71 6.37 4.93
H 3.01 3.83 5.14
H 4.91 -1.20 -0.28
C 4.69 0.11 3.96
H -3.63 -0.44 -4.39
H -3.46 -3.82 -1.98
N 3.37 1.39 -5.63
H 3.67 -5.90 -1.71
H -3.82 3.65 -0.91
H 5.99 3.25 -1.21
O -2.52 5.74 -5.13
N 1.39 -4.68 4.38
H 4.34 -2.04 7.15
N -0.93 0.74 -4.98
N 4.43 0.89 2.96
O -1.82 3.30 1.43
H -2.07 -7.43 1.86
H 0.62 -0.46 5.58
H -0.62 -6.04 1.01
H 2.66 2.06 5.09
N -6.74 3.49 -1.80
N 3.64 4.09 -4.75
H -2.00 7.09 -0.94
H 4.02 -3.58 8.00
N -2.27 0.97 3.89
N -7.72 1.12 3.78
H 4.57 -3.19 -5.39
H 1.92 -1.22 -5.96
H 0.27 -1.71 -2.57
C 0.25 -3.81 -2.53
H -1.03 -2.81 4.37
C 0.72 1.88 -1.58
O 3.35 -3.62 3.98
C 0.02 -2.76 -7.20
H -4.49 1.64 -2.96
H -8.56 1.68 3.79
O -4.34 0.33 4.31
C -2.11 5.46 4.70
O -1.43 -0.86 -3.51
H -0.58 0.03 -1.36
N 3.93 6.48 -1.98
N 8.47 3.85 -2.96
H 6.42 -0.42 0.34
H 3.05 6.75 -2.38
H -7.86 -0.65 -0.87
H 4.79 6.57 -2.51
H 0.74 1.04 5.04

Entry 3:
A molecular structure, C32H14AsAuBF21GeO3S2, computed with the ωB97M-V functional and the def2-TZVPD basis.

HOMO level (spin up / spin down): -12.016 / -12.015 eV
Frontier orbital gap (spin up / spin down): 7.93 / 5.23 eV
2S+1: 2
ΔE to the lowest compared entry with this formula, charge and spin: 0.0 kJ/mol
Charge: +1

Atoms and positions in Å:
H 0.44 -3.96 5.19
C 2.71 3.21 -2.54
H 3.41 -5.65 3.65
As 1.39 -0.21 3.38
S 1.41 0.52 -0.52
H -1.47 -3.13 3.92
F -0.02 5.35 -1.66
C 0.38 -4.16 4.12
C -1.18 -1.58 -3.53
O -1.17 -0.70 -2.45
C -1.70 2.47 -2.63
F 0.33 -0.98 4.47
C 2.29 3.83 2.86
C 2.98 5.30 -3.66
C 3.44 4.02 -3.40
H -3.64 -4.57 2.06
C -0.70 -3.69 3.41
Au -0.29 -0.66 0.41
Ge 0.45 2.67 -0.68
F 2.29 0.58 2.11
C -3.91 1.67 -2.23
C 1.12 4.92 -2.23
F 2.97 2.88 0.83
O -0.11 -2.64 -1.83
H -2.20 -0.47 -5.07
C -3.60 1.49 -0.89
C -0.75 -3.92 2.04
H 2.31 -6.14 4.94
C -0.54 -2.75 -3.16
F 1.38 -1.63 2.36
F -0.79 2.90 -3.52
F -0.10 0.30 2.41
F 1.37 6.99 -3.33
F 2.80 -0.71 4.18
F 4.55 3.59 -3.96
H -0.84 -4.44 -6.01
C 1.42 -4.84 3.49
C 0.27 -4.60 1.38
C 1.54 3.64 -1.95
F -0.99 4.95 3.89
F 3.66 6.09 -4.47
C 2.60 -5.31 4.29
F -3.25 2.29 -4.39
C -0.92 -3.64 -5.29
F 1.27 1.28 4.21
C 1.26 4.34 3.64
F -4.50 1.00 -0.05
S -1.99 -3.26 1.01
F -1.54 4.08 1.40
C 0.69 3.38 1.09
H -4.30 -3.08 1.34
C -2.33 1.81 -0.45
H -3.41 -2.99 2.89
F 3.52 3.77 3.33
C 1.35 -5.06 2.12
C -0.39 -3.81 -4.02
C 1.81 5.77 -3.07
H 2.16 -5.58 1.62
C -3.49 -3.50 1.93
O -1.90 -1.69 1.12
F 1.53 4.79 4.85
F -2.04 1.57 0.84
C 1.98 3.36 1.60
B -0.52 -1.39 -1.47
H 2.98 -4.51 4.93
C -1.56 -2.46 -5.67
C -2.96 2.16 -3.10
H 0.23 -4.75 0.31
F 3.18 1.97 -2.31
H -1.96 -2.37 -6.67
C -0.03 4.42 3.15
F -5.11 1.35 -2.67
H 0.11 -4.72 -3.72
C -0.30 3.94 1.88
C -1.70 -1.39 -4.78
C -1.35 2.31 -1.29

| no. | strongest force on any atom (eV Å⁻¹) |
| --- | --- |
| 1 | 2.90 |
| 2 | 10.50 |
| 3 | 0.17 |